{
  "formula": "C5H13NO",
  "method": "the ωB97M-V functional and the def2-TZVPD basis",
  "homo_lumo_gap_ev": 9.9,
  "e_tot_ha": -328.27834,
  "smiles": "CCCCNCO",
  "de_lowest_kcal_mol": 25.42,
  "multiplicity": 1,
  "homo_ev": -8.88,
  "elements": ["C", "N", "C", "O", "C", "C", "C", "H", "H", "H", "H", "H", "H", "H", "H", "H", "H", "H", "H", "H"],
  "xyz": [[0.75183, -0.22995, 0.78325], [0.91087, 0.38611, -0.51396], [2.14459, 0.14470, -1.18676], [2.16089, 0.77810, -2.44178], [-0.47334, 0.35004, 1.52215], [-1.81150, 0.28302, 0.76195], [-1.95176, -0.83969, -0.24730], [1.65203, -0.12584, 1.40232], [0.63231, -1.31531, 0.65351], [0.62853, 1.35768, -0.48698], [3.04484, 0.47211, -0.64754], [2.27036, -0.94480, -1.28696], [1.35322, 0.49470, -2.88399], [-0.56425, -0.17899, 2.47633], [-0.11347, 1.37432, 1.70075], [-2.03689, 1.26792, 0.34718], [-2.59442, 0.14634, 1.50071], [-2.99755, -0.91112, -0.53349], [-1.63990, -1.76881, 0.23329], [-1.36638, -0.74050, -1.15266]],
  "atomic_forces_ev_per_a": [[-0.4, -0.8, 0.0], [-0.7, 0.1, 0.1], [0.5, -0.4, 0.0], [0.0, 0.0, 0.1], [1.2, -0.2, -0.4], [0.3, 0.6, 0.2], [-0.1, -0.2, 0.2], [0.0, 0.2, 0.2], [0.0, 0.1, -0.1], [0.4, 0.1, -0.1], [-0.1, 0.4, 0.0], [-0.2, 0.0, 0.0], [0.0, 0.0, -0.1], [0.1, 0.2, 0.0], [-0.8, 0.0, 0.4], [0.1, -0.1, -0.4], [-0.2, 0.0, 0.2], [-0.1, -0.2, -0.1], [-0.2, -0.2, -0.1], [0.2, 0.3, 0.0]]
}



{
  "formula": "C17H34NO4PS5Sm",
  "method": "the ωB97M-V functional and the def2-TZVPD basis",
  "homo_lumo_gap_ev": [7.8, 8.6],
  "e_tot_ha": -4014.15390,
  "de_lowest_kcal_mol": 2.56,
  "multiplicity": 6,
  "charge": 1,
  "homo_ev": [-10.84, -10.86],
  "elements": ["Sm", "C", "C", "S", "C", "C", "S", "C", "C", "S", "C", "C", "S", "H", "H", "H", "H", "H", "H", "H", "H", "H", "H", "H", "H", "H", "H", "H", "H", "C", "C", "C", "C", "O", "P", "O", "O", "O", "C", "C", "C", "C", "H", "H", "H", "H", "H", "H", "H", "H", "H", "H", "H", "H", "H", "H", "H", "H", "H", "H", "S", "C", "N"],
  "xyz": [[-11.39224, -0.50306, 11.23159], [-14.83176, -2.38058, 11.50746], [-15.18235, -0.93630, 11.56972], [-14.26317, 0.12188, 10.40280], [-14.69034, 1.75559, 11.06161], [-13.59558, 2.79327, 11.20480], [-12.33026, 2.53258, 12.49946], [-13.36056, 2.50466, 14.10818], [-13.81110, 1.05897, 14.43127], [-12.51981, -0.20428, 14.12374], [-13.50666, -1.65139, 14.56339], [-13.15932, -2.97533, 13.83509], [-13.12677, -2.87814, 12.01678], [-14.94556, -2.77605, 10.51050], [-15.43525, -3.02963, 12.16706], [-15.19645, -0.44655, 12.55993], [-16.21176, -0.74923, 11.28748], [-15.26639, 1.64922, 12.02327], [-15.29035, 2.28684, 10.37277], [-13.99975, 3.79230, 11.30097], [-12.89185, 2.80008, 10.36918], [-14.24131, 3.21574, 14.01672], [-12.72861, 2.88812, 14.87758], [-14.73003, 0.76601, 13.89201], [-14.15857, 0.92472, 15.43944], [-14.56918, -1.35118, 14.38034], [-13.44695, -1.73444, 15.67159], [-13.86144, -3.70337, 14.21887], [-12.18435, -3.36587, 14.11329], [-6.54545, -2.61239, 8.57749], [-7.17350, -1.61714, 9.54088], [-8.12907, -0.68297, 8.77803], [-6.18921, -0.87038, 10.36786], [-7.88798, -2.41066, 10.58313], [-9.31982, -2.40697, 11.14561], [-9.55058, -1.30429, 12.14097], [-10.41543, -2.18713, 10.02200], [-9.72446, -3.68416, 11.93801], [-9.32936, -5.13621, 12.01029], [-10.70421, -5.89206, 12.05589], [-8.58380, -5.19095, 13.34757], [-8.57517, -5.47473, 10.79639], [-6.05154, -2.03347, 7.74687], [-7.31640, -3.23085, 8.15521], [-5.83333, -3.25114, 9.10632], [-7.55476, -0.03448, 8.13806], [-8.59938, 0.10868, 9.36114], [-8.88106, -1.19773, 8.20911], [-5.51925, -0.27198, 9.76550], [-5.54661, -1.61920, 10.90287], [-6.72545, -0.21548, 11.10059], [-11.10631, -5.69734, 13.01988], [-10.47950, -6.96862, 12.08590], [-11.36267, -5.55221, 11.25635], [-9.09194, -4.84925, 14.21232], [-7.63695, -4.61868, 13.28896], [-8.38199, -6.23001, 13.57268], [-9.05825, -5.17111, 9.88590], [-8.33535, -6.50986, 10.77124], [-7.65458, -4.93018, 10.76558], [-9.23607, 2.91942, 8.63655], [-10.28604, 2.02649, 9.28942], [-10.98975, 1.22270, 9.80203]],
  "atomic_forces_ev_per_a": [[-0.4, 0.7, -0.4], [0.5, -1.2, 1.2], [-1.0, 1.7, 0.5], [0.6, -0.1, 0.3], [0.0, 0.5, 1.3], [1.8, -0.6, 0.6], [-1.0, 0.1, 1.2], [-0.7, -0.5, -1.6], [-0.6, 0.1, -0.7], [0.0, 0.2, -0.2], [-0.8, 0.1, 0.7], [-0.3, 1.2, 0.5], [0.0, 0.0, -0.2], [0.0, -0.1, -0.4], [-0.2, 0.6, -0.3], [0.7, -0.7, -0.3], [-0.5, -0.6, -0.3], [0.5, 0.0, -1.0], [-1.4, -0.2, -1.0], [-0.3, 0.1, 0.1], [-0.5, 0.0, -0.4], [1.0, -1.0, 0.0], [0.6, 0.2, 0.4], [0.6, 0.3, -0.3], [0.4, 0.3, 0.9], [0.8, -0.5, -0.1], [0.1, -0.4, -0.7], [-0.4, -0.4, -0.4], [0.3, 0.2, -0.1], [0.5, 0.8, -0.1], [-1.0, 0.5, -0.6], [0.4, 0.4, 0.6], [0.8, 0.0, 1.3], [-0.1, -1.1, 0.0], [-1.7, -0.7, -2.3], [0.0, 1.5, 1.1], [1.1, 0.2, 1.6], [0.6, -0.7, -0.1], [-2.1, 1.2, 1.1], [2.0, 0.2, 0.2], [1.2, -0.7, -1.3], [1.0, 0.4, -0.4], [-0.3, -0.7, 0.9], [-0.3, -0.3, -0.3], [0.1, 0.1, -0.2], [0.6, -0.2, -0.7], [-0.2, -0.5, 0.7], [-0.2, -0.3, -0.2], [0.0, 0.3, -0.2], [-0.6, 0.8, -0.2], [0.6, -0.5, -0.5], [-0.8, 0.4, 0.8], [-0.3, 0.2, -0.6], [0.1, -0.3, 0.0], [-1.1, 0.7, 0.4], [-0.4, -0.4, -0.1], [0.5, -0.4, 0.0], [-0.8, -0.1, -0.3], [0.1, -1.0, -0.1], [0.8, 0.2, 0.2], [1.9, 2.2, -1.4], [-1.0, -1.7, 0.9], [-1.0, -0.5, 0.6]]
}



{
  "formula": "C42H51F12N5O8",
  "method": "the ωB97M-V functional and the def2-TZVPD basis",
  "homo_lumo_gap_ev": 8.4,
  "e_tot_ha": -3705.10737,
  "smiles": "CCOC(=O)C(F)(F)F.CCOC(=O)C(F)(F)F.CCOC(=O)C(F)(F)F.CCOC(=O)C(F)(F)F.c1cc[nH]c1.c1cc[nH]c1.c1cc[nH]c1.c1cc[nH]c1.c1cc[nH]c1.c1ccccc1",
  "de_lowest_kcal_mol": 0.00,
  "multiplicity": 1,
  "homo_ev": -8.12,
  "elements": ["N", "C", "C", "C", "C", "H", "H", "H", "H", "H", "N", "C", "C", "C", "C", "H", "H", "H", "H", "H", "N", "C", "C", "C", "C", "H", "H", "H", "H", "H", "N", "C", "C", "C", "C", "H", "H", "H", "H", "H", "N", "C", "C", "C", "C", "H", "H", "H", "H", "H", "C", "C", "C", "C", "C", "C", "H", "H", "H", "H", "H", "H", "C", "C", "O", "C", "O", "C", "F", "F", "F", "H", "H", "H", "H", "H", "C", "C", "O", "C", "O", "C", "F", "F", "F", "H", "H", "H", "H", "H", "C", "C", "O", "C", "O", "C", "F", "F", "F", "H", "H", "H", "H", "H", "C", "C", "O", "C", "O", "C", "F", "F", "F", "H", "H", "H", "H", "H"],
  "xyz": [[-12.80348, -6.83694, -9.41419], [-11.72883, -5.97553, -9.45769], [-10.59976, -6.72695, -9.72885], [-10.99129, -8.07546, -9.87021], [-12.34590, -8.09590, -9.60322], [-13.76361, -6.56506, -9.33622], [-11.83042, -4.90653, -9.39041], [-9.55131, -6.50628, -9.84856], [-10.42935, -8.97408, -10.06057], [-13.06845, -8.89651, -9.51864], [-12.09828, -12.43353, -8.10665], [-11.81787, -13.66370, -7.61077], [-10.72368, -13.54667, -6.77529], [-10.42092, -12.16266, -6.73850], [-11.24800, -11.47695, -7.60059], [-12.87870, -12.29064, -8.72166], [-12.37126, -14.49818, -8.00954], [-10.17982, -14.30721, -6.24388], [-9.60465, -11.63030, -6.26854], [-11.40272, -10.46287, -7.92648], [-4.96620, -14.99633, -12.60995], [-5.55449, -14.90197, -13.85386], [-5.67826, -13.59496, -14.19507], [-5.30178, -12.84312, -13.06580], [-4.74688, -13.71844, -12.15442], [-4.75747, -15.86736, -12.16440], [-5.75889, -15.83355, -14.35996], [-6.07314, -13.25469, -15.13919], [-5.34632, -11.77096, -12.96271], [-4.27784, -13.39870, -11.24264], [-11.83258, -14.64239, -12.15631], [-11.52102, -15.00329, -13.44112], [-10.20553, -14.70399, -13.65543], [-9.65304, -14.21300, -12.47476], [-10.69738, -14.12613, -11.57032], [-12.73083, -14.63406, -11.71901], [-12.33618, -15.31060, -14.07773], [-9.66637, -14.78789, -14.58691], [-8.64259, -13.90390, -12.26894], [-10.77103, -13.72009, -10.57202], [-7.25436, -7.59980, -5.60455], [-7.68842, -8.76559, -5.04811], [-6.60268, -9.50246, -4.64630], [-5.44674, -8.77058, -4.97629], [-5.87484, -7.65410, -5.65229], [-7.84593, -6.84450, -5.90548], [-8.73824, -8.97393, -4.91789], [-6.55542, -10.43562, -4.10739], [-4.40290, -8.93416, -4.76580], [-5.32674, -6.81058, -6.04182], [-8.07361, -9.99825, -8.52230], [-6.75468, -9.58032, -8.38686], [-5.75468, -10.21858, -9.11134], [-6.08167, -11.17213, -10.06607], [-7.39149, -11.62915, -10.20805], [-8.37730, -10.96199, -9.48185], [-8.87120, -9.45455, -8.03230], [-6.46411, -8.77759, -7.72066], [-4.71217, -9.96819, -8.96024], [-5.24884, -11.64859, -10.56388], [-7.60081, -12.37344, -10.96306], [-9.42669, -11.18408, -9.63782], [-6.62048, -14.09635, -7.85955], [-5.38585, -14.23496, -8.70269], [-4.54131, -15.27139, -8.15155], [-3.42740, -15.53296, -8.81535], [-3.09923, -15.02649, -9.84347], [-2.54472, -16.54236, -8.09268], [-3.01232, -16.99404, -6.93827], [-2.32243, -17.60547, -8.88660], [-1.35404, -15.96493, -7.86645], [-7.19653, -15.02511, -7.83769], [-7.32498, -13.37869, -8.27974], [-6.42335, -13.76144, -6.84167], [-4.84813, -13.28609, -8.67455], [-5.61442, -14.48167, -9.73760], [-4.18049, -1.77584, -10.22064], [-4.97468, -2.12374, -8.97598], [-5.86047, -3.22020, -9.21923], [-5.37281, -4.43800, -9.10598], [-4.27230, -4.74757, -8.77966], [-6.43563, -5.48915, -9.45196], [-7.45825, -4.98469, -10.13226], [-5.88813, -6.46493, -10.18010], [-6.90269, -6.05726, -8.33195], [-3.35866, -1.11258, -9.95539], [-4.73678, -1.50510, -11.11543], [-3.66377, -2.67672, -10.57889], [-5.60614, -1.28675, -8.67573], [-4.35894, -2.31055, -8.09586], [-3.02396, -7.55261, -8.33844], [-2.23042, -8.63728, -7.67738], [-1.08331, -7.98276, -7.07436], [-0.28999, -8.74523, -6.36248], [-0.38737, -9.92858, -6.20409], [0.84914, -7.96311, -5.66800], [0.61804, -6.64068, -5.69114], [0.93939, -8.33055, -4.39072], [2.00424, -8.21193, -6.28544], [-3.57444, -6.88387, -7.67479], [-3.87688, -7.93453, -8.91341], [-2.47152, -6.93651, -9.04492], [-1.87046, -9.34393, -8.42586], [-2.77004, -9.17614, -6.90084], [-11.47818, -8.27871, -6.16910], [-11.62461, -7.36524, -4.99197], [-11.78411, -6.02975, -5.54401], [-10.73938, -5.23744, -5.57630], [-9.63970, -5.53147, -5.19679], [-11.02317, -3.89223, -6.22946], [-12.25035, -3.80964, -6.73716], [-10.86674, -2.91491, -5.32741], [-10.14404, -3.66590, -7.21164], [-11.33820, -9.31572, -5.86168], [-10.56105, -8.03823, -6.71737], [-12.29104, -8.10584, -6.87155], [-10.78333, -7.37592, -4.29709], [-12.47159, -7.60011, -4.34778]],
  "atomic_forces_ev_per_a": [[1.0, 0.8, 0.2], [0.6, -0.1, -0.4], [0.2, -0.4, -0.2], [-1.6, -0.4, 0.8], [-0.5, -1.0, -0.5], [-0.1, 0.0, 0.1], [-0.1, 0.0, 0.1], [-0.2, 0.9, 0.1], [0.3, 0.2, 0.0], [0.2, -0.1, -0.2], [-0.4, 0.2, -0.3], [0.6, -0.3, -0.1], [-0.5, 0.5, -0.1], [0.7, 1.3, -0.4], [-0.9, -1.3, 0.0], [0.1, 0.3, 0.0], [0.1, -0.2, 0.3], [-0.2, -0.2, 0.0], [0.1, -0.4, 0.3], [0.4, 0.2, 0.3], [-0.1, 1.0, -0.4], [0.7, -1.3, 0.3], [-1.1, -0.1, -0.3], [1.0, 0.0, 0.0], [-0.9, 0.8, 0.0], [0.3, 0.0, 0.2], [-0.1, 0.2, -0.3], [-0.1, 0.1, 0.1], [0.2, 0.0, 0.0], [0.1, -0.8, 0.2], [1.3, 0.5, 0.1], [-1.0, 0.3, 0.0], [0.3, -0.6, -1.2], [-0.7, 0.7, 1.5], [-0.1, -0.2, 0.2], [-0.2, -0.2, -0.1], [0.3, -0.2, -0.2], [-0.1, -0.2, 0.0], [0.1, 0.0, -0.2], [0.3, -0.1, 0.0], [0.8, -0.8, -0.3], [-0.4, -0.2, 0.5], [0.2, -0.3, 0.5], [0.1, 0.9, -0.9], [-0.3, 1.1, 0.6], [0.0, 0.0, -0.1], [0.0, 0.0, -0.1], [-0.5, 0.0, -0.1], [-0.1, -0.4, 0.0], [0.1, -0.1, 0.0], [0.4, 0.5, -1.0], [0.3, -0.2, 0.3], [-0.3, 0.1, -0.3], [0.3, -0.7, 0.8], [0.4, 1.2, -0.2], [-0.4, -0.4, 0.2], [0.0, -0.1, 0.2], [-0.2, -0.1, 0.1], [-0.1, 0.1, 0.0], [-0.2, 0.0, -0.3], [-0.2, -0.1, 0.1], [0.1, -0.3, 0.0], [-0.8, -0.4, 0.2], [-0.2, 0.6, 0.0], [0.2, -0.3, 0.3], [-1.1, 0.6, 0.4], [0.4, -0.1, -0.5], [1.0, -0.6, -0.1], [-0.3, 0.1, 0.1], [-0.2, 0.1, 0.0], [-0.1, 0.0, 0.1], [0.2, -0.1, 0.2], [0.3, 0.2, -0.2], [0.2, -0.2, 0.0], [0.3, -0.1, -0.2], [0.0, 0.0, 0.0], [0.9, -1.4, -0.1], [0.0, 1.0, 0.1], [-0.5, 0.0, 0.0], [-0.2, 0.4, -0.1], [0.6, -0.2, 0.2], [0.0, -0.5, -0.2], [-0.1, 0.0, 0.0], [0.1, 0.1, -0.1], [-0.1, 0.1, 0.2], [-0.3, 0.4, -0.2], [-0.4, 0.7, 0.4], [0.0, -0.1, 0.3], [-0.3, -0.2, -0.2], [0.3, -0.4, -0.3], [-1.5, 0.5, -0.4], [0.1, 0.2, -0.4], [0.0, 0.3, 0.0], [0.0, -0.5, 0.3], [0.0, -0.1, 0.0], [-0.6, 0.5, -0.1], [0.3, -0.2, 0.0], [0.1, -0.1, -0.1], [0.1, 0.0, 0.1], [0.6, 0.0, 0.4], [0.4, -0.5, -0.1], [0.3, -0.1, 0.2], [0.1, -0.1, 0.2], [-0.1, 0.0, 0.0], [0.8, -0.1, -0.2], [0.5, 0.0, 0.5], [-0.9, 0.4, 0.4], [0.5, -1.4, 0.1], [0.3, 0.4, 0.0], [0.0, 0.7, -0.2], [-0.1, 0.0, 0.0], [-0.1, -0.1, 0.1], [-0.1, -0.2, 0.0], [-0.5, 0.0, 0.0], [0.0, 0.2, 0.0], [-0.2, -0.4, 0.1], [0.3, 0.1, -0.4], [-0.4, 0.4, -0.5]]
}



{
  "formula": "C4H3NO",
  "method": "the ωB97M-V functional and the def2-TZVPD basis",
  "homo_lumo_gap_ev": 8.5,
  "e_tot_ha": -284.09722,
  "smiles": "O=C1C=CC=N1",
  "de_lowest_kcal_mol": 47.62,
  "multiplicity": 1,
  "homo_ev": -10.16,
  "elements": ["C", "C", "C", "C", "H", "H", "H", "N", "O"],
  "xyz": [[1.32120, -0.21364, -0.28827], [0.28022, 0.97449, -0.23852], [-0.96827, 0.51686, 0.13035], [-0.75548, -1.07238, 0.05665], [0.67589, 1.91734, -0.17712], [-1.96252, 1.06849, 0.23399], [-1.59947, -1.75354, 0.29091], [0.46328, -1.27175, -0.24470], [2.54515, -0.16586, 0.23670]],
  "atomic_forces_ev_per_a": [[2.7, 2.6, 4.9], [-1.4, -1.8, 0.8], [1.6, -0.4, -1.4], [0.5, 3.6, 0.0], [0.4, 2.4, -0.2], [1.8, -0.8, 0.1], [1.1, 0.0, -0.6], [0.0, -5.1, 0.0], [-6.8, -0.5, -3.8]]
}



- The highest multiplicity belongs to which entry?
  C17H34NO4PS5Sm